The following is a DFT calculation (ωB97M-V/def2-TZVPD) of a structure of composition C36H73F6N5O15S2 in a non-equilibrium geometry.

Geometry as ORCA input:
```
! wB97M-V def2-TZVPD RIJCOSX def2/J DEFGRID3
* xyz 0 1
C 3.044 -10.298 -2.655
C 3.389 -9.074 -3.596
C 2.416 -7.916 -3.387
C 2.412 -6.751 -4.433
N 1.230 -5.717 -4.329
C -0.183 -6.358 -4.611
C -0.889 -5.453 -5.656
C 0.250 -5.068 -6.507
C 1.310 -4.646 -5.442
C 1.156 -5.080 -2.912
H 2.151 -10.886 -2.867
H 2.878 -9.915 -1.648
H 3.861 -11.019 -2.669
H 3.369 -9.304 -4.661
H 4.375 -8.629 -3.468
H 2.648 -7.440 -2.434
H 1.361 -8.179 -3.310
H 2.294 -7.226 -5.407
H 3.369 -6.240 -4.538
H -0.772 -6.466 -3.701
H 0.179 -7.308 -5.007
H -1.348 -4.604 -5.150
H -1.752 -5.960 -6.086
H 0.058 -4.266 -7.219
H 0.636 -5.927 -7.056
H 0.983 -3.808 -4.827
H 2.301 -4.304 -5.741
H 2.082 -4.634 -2.550
H 1.142 -5.992 -2.315
H 0.220 -4.521 -2.945
C 0.068 1.168 -3.354
F 0.750 2.228 -2.991
F -0.860 1.479 -4.214
F 0.928 0.263 -3.927
S -0.831 0.415 -1.825
O -1.502 1.484 -1.136
O -1.610 -0.645 -2.439
N 0.495 -0.335 -0.940
S 0.619 0.404 0.430
O 0.924 1.834 0.351
O -0.458 0.039 1.356
C 2.068 -0.515 1.323
F 2.198 0.085 2.523
F 1.908 -1.786 1.384
F 3.207 -0.311 0.674
C 1.875 10.167 -4.248
O 2.649 10.238 -3.258
N 1.483 9.048 -4.921
C 0.703 9.279 -6.265
C 1.909 7.713 -4.576
H 1.463 11.074 -4.718
H 0.310 8.303 -6.548
H 1.289 9.719 -7.071
H -0.111 9.996 -6.159
H 1.249 6.965 -5.015
H 2.853 7.562 -5.098
H 2.314 7.620 -3.568
C -9.033 2.579 0.672
O -9.415 1.691 -0.037
N -8.022 3.334 0.273
C -7.265 4.182 1.313
C -7.448 3.257 -1.048
H -9.357 2.915 1.669
H -7.604 3.965 2.326
H -7.263 5.164 0.838
H -6.194 3.980 1.325
H -8.169 3.028 -1.833
H -7.007 4.240 -1.212
H -6.508 2.706 -1.013
C -1.179 6.774 0.150
O -0.671 7.617 0.918
N -2.189 7.027 -0.659
C -2.530 6.062 -1.681
C -3.030 8.147 -0.271
H -0.653 5.810 0.076
H -1.762 5.407 -2.095
H -2.971 6.610 -2.514
H -3.245 5.313 -1.340
H -3.384 8.744 -1.112
H -3.973 7.932 0.234
H -2.515 8.938 0.274
O 3.804 -0.908 10.892
C 4.489 -0.412 9.997
O 4.235 -0.605 8.750
C 3.228 -1.474 8.342
C 3.941 -2.819 8.121
C 5.711 0.443 10.250
H 2.700 -1.064 7.481
H 2.505 -1.470 9.158
H 3.334 -3.371 7.403
H 4.052 -3.428 9.018
H 4.970 -2.632 7.811
H 5.439 1.021 11.133
H 5.968 1.027 9.366
H 6.608 -0.168 10.352
O -7.726 0.230 4.537
C -7.165 -0.819 4.869
O -6.565 -1.678 3.973
C -6.757 -1.593 2.563
C -5.610 -0.772 1.971
C -7.106 -1.131 6.388
H -7.716 -1.123 2.346
H -6.632 -2.620 2.223
H -5.573 -0.863 0.886
H -4.600 -1.039 2.284
H -5.609 0.284 2.241
H -6.673 -0.438 7.109
H -6.446 -1.998 6.414
H -8.123 -1.422 6.651
O -0.295 5.055 6.756
C -0.187 4.542 5.651
O -1.140 3.769 5.129
C -2.570 4.015 5.254
C -3.209 2.638 5.258
C 1.179 4.389 5.110
H -2.989 4.642 4.467
H -2.778 4.535 6.189
H -2.808 2.107 6.121
H -2.922 2.147 4.328
H -4.294 2.705 5.340
H 1.832 3.958 5.870
H 1.557 5.388 4.895
H 0.916 3.828 4.213
O 6.730 -2.728 -5.299
C 6.496 -3.057 -4.158
O 7.004 -4.092 -3.472
C 7.907 -5.071 -4.123
C 8.412 -6.099 -3.249
C 5.674 -2.235 -3.177
H 8.643 -4.534 -4.721
H 7.366 -5.554 -4.937
H 8.925 -5.704 -2.372
H 9.060 -6.742 -3.845
H 7.740 -6.845 -2.825
H 6.357 -1.500 -2.751
H 5.219 -2.886 -2.430
H 4.819 -1.751 -3.649
*
```

* largest force on an atom: 0.088 hartree/bohr
* energy above the lowest of the compared OMol25 structures with the same formula, charge and spin: 5.499 eV
* electronic energy: -114646.645 eV